1.
The following is a DFT calculation (wB97M-V/def2-TZVPD) of C42H53N16S3Si2Ti as an isolated structure.

The geometry in ORCA input format:
```
! RIJCOSX wB97M-V def2-TZVPD def2/J DEFGRID3
* xyz 0 2
Ti -1.0567 -0.9157 0.3588
C -2.8141 1.2763 4.7243
Si -1.8831 1.0719 3.0725
C -0.1095 1.6036 3.5099
C -2.8234 2.3603 2.0237
C -1.9945 -0.7610 2.5135
C -3.1026 -0.9629 1.6185
C -4.2720 -1.7209 1.8609
C -5.1963 -1.8840 0.8673
C -5.0037 -1.2728 -0.3854
C -3.8736 -0.5320 -0.5845
N -2.9390 -0.3895 0.3829
Si -1.7909 -2.0112 3.9606
C -2.1381 -3.8377 3.6194
C -0.0163 -1.8499 4.6062
C -2.9170 -1.7722 5.4776
H -2.9974 2.3397 4.8937
H -2.2228 0.9080 5.5642
H -3.7795 0.7665 4.7381
H 0.2104 2.4294 2.8764
H 0.6086 0.7941 3.3816
H -0.0574 1.9376 4.5486
H -2.2365 3.2772 1.9454
H -3.7723 2.6130 2.5004
H -3.0332 2.0326 1.0067
H -4.4194 -2.1440 2.8437
H -6.0869 -2.4732 1.0439
H -5.7288 -1.3848 -1.1775
H -3.6626 -0.0203 -1.5179
H -1.6038 -4.2326 2.7680
H -3.1960 -4.0250 3.4272
H -1.8596 -4.4130 4.5057
H 0.7110 -1.7374 3.8044
H 0.2580 -2.7355 5.1844
H 0.0865 -0.9822 5.2624
H -3.9381 -2.1045 5.2748
H -2.9663 -0.7569 5.8634
H -2.5232 -2.4097 6.2726
S -0.5197 1.4487 0.1662
C 1.1954 1.4967 0.1783
N 1.8398 2.5868 -0.3154
C 3.2867 2.5745 -0.4008
C 3.8412 1.8634 0.8176
N 3.2845 0.5265 0.8854
C 4.1764 -0.6278 0.7818
C 5.1058 -0.4969 -0.4016
C 4.5797 -0.5193 -1.6913
C 5.4094 -0.3504 -2.7879
C 6.7723 -0.1490 -2.6098
C 7.3041 -0.1388 -1.3292
C 6.4719 -0.3086 -0.2311
C 1.9382 0.4178 0.7179
S 1.1864 -1.0242 1.2744
C 1.1586 3.7094 -0.9460
C 1.4920 5.0113 -0.2568
C 2.0621 6.0720 -0.9486
C 2.3705 7.2559 -0.2920
C 2.1266 7.3866 1.0657
C 1.5558 6.3295 1.7630
C 1.2346 5.1553 1.1037
H 3.6438 3.6044 -0.4354
H 3.6102 2.0545 -1.3092
H 3.5588 2.4210 1.7169
H 4.9258 1.8080 0.7707
H 3.5484 -1.5095 0.6655
H 4.7513 -0.7378 1.7060
H 3.5149 -0.6780 -1.8340
H 4.9915 -0.3831 -3.7860
H 7.4199 -0.0139 -3.4663
H 8.3680 -0.0039 -1.1822
H 6.8912 -0.3125 0.7691
H 0.0890 3.5235 -0.8948
H 1.4406 3.7577 -2.0024
H 2.2602 5.9758 -2.0102
H 2.8056 8.0775 -0.8468
H 2.3742 8.3064 1.5788
H 1.3605 6.4251 2.8235
H 0.7734 4.3359 1.6423
N -1.7080 -2.4448 -2.6560
C -0.6796 -1.5403 -2.6231
N -0.0422 -1.1181 -3.6954
N 0.9073 -0.2980 -3.2134
N 0.8447 -0.2245 -1.9403
N -0.1728 -1.0098 -1.4912
C -1.9986 -3.1379 -1.5149
N -2.6390 -4.2850 -1.4604
N -2.7129 -4.5659 -0.1487
N -2.1580 -3.6476 0.5473
N -1.6656 -2.7015 -0.2840
H -1.8640 -2.9259 -3.5267
S -2.2577 1.6574 -2.9608
C -2.3266 1.6771 -4.6302
N -2.2397 0.5423 -5.3491
C -2.2450 0.4893 -6.8035
C -3.0295 1.6705 -7.3508
C -2.4607 2.9440 -6.7448
N -2.5255 2.8317 -5.2983
H -1.8614 -0.2478 -4.8494
H -2.7091 -0.4486 -7.1108
H -1.2210 0.5061 -7.1922
H -4.0796 1.5756 -7.0680
H -2.9644 1.6984 -8.4376
H -3.0353 3.8160 -7.0553
H -1.4250 3.0800 -7.0772
H -2.5559 3.6596 -4.7305
N 0.5926 -6.3850 4.3891
C 0.6902 -6.1131 3.2765
C 0.8121 -5.7880 1.8906
C 0.8924 -6.7912 0.9274
C 1.0080 -6.4193 -0.3977
C 1.0550 -5.0663 -0.7046
N 0.9791 -4.1008 0.2064
C 0.8526 -4.4567 1.4761
H 0.8699 -7.8299 1.2272
H 1.0731 -7.1623 -1.1797
H 1.1630 -4.7373 -1.7332
H 0.7778 -3.6545 2.2019
*
```

Calculated values
M: 982.24 g/mol
energy: -5131.49265 Eh
HOMO energy (spin up / spin down): -6.73 / -8.03 eV
largest force on an atom: 0.0412 hartree/bohr

Atom charges from the Löwdin analysis, given in e for atoms 1 to 99: Ti 0.6728; C -0.2021; Si 0.4860; C -0.1782; C -0.2038; C -0.3571; C -0.4352; C -0.0137; C -0.0277; C -0.0358; C -0.1141; N -0.0872; Si 0.5042; C -0.1827; C -0.1794; C -0.1789; H 0.0345; H 0.0172; H 0.0333; H -0.0050; H -0.0017; H 0.0338; H 0.0262; H 0.0312; H -0.0097; H 0.0999; H 0.1166; H 0.1107; H 0.0419; H -0.0238; H 0.0283; H 0.0347; H -0.0364; H 0.0345; H 0.0309; H 0.0304; H -0.0168; H 0.0385; S 0.7553; C -0.6048; N -0.0917; C -0.0977; C -0.1003; N -0.1060; C -0.1186; C -0.2221; C -0.0378; C -0.0725; C -0.0888; C -0.0843; C -0.0530; C -0.6267; S 0.7785; C -0.1200; C -0.2160; C -0.0467; C -0.0845; C -0.0902; C -0.0746; C -0.0283; H 0.1319; H 0.1334; H 0.1386; H 0.1276; H 0.0850; H 0.1310; H 0.1015; H 0.1065; H 0.1009; H 0.1018; H 0.1118; H 0.0738; H 0.1371; H 0.1118; H 0.1023; H 0.1015; H 0.1047; H 0.1014; N 0.1708; C -0.4679; N 0.0399; N -0.0315; N -0.0525; N -0.1053; C -0.4517; N 0.0614; N -0.0283; N -0.0236; N -0.0853; H 0.1508; S 0.6298; C -0.8616; N 0.0133; C -0.1767; C -0.1696; C -0.1804; N -0.0042; H 0.0785; H 0.1195

2.
The following is a DFT calculation (wB97M-V/def2-TZVPD) of a 3-piece molecular cluster, C42H54F9NO5S2 overall.

The geometry in ORCA input format:
```
! RIJCOSX wB97M-V def2-TZVPD def2/J DEFGRID3
* xyz 0 1
C 9.9012 1.9748 2.6670
C 9.4125 1.3167 1.2602
O 8.2138 0.5208 1.3977
C 7.0323 1.3755 1.5485
C 5.9869 1.2352 0.3466
O 4.8360 0.3829 0.6705
C 3.8823 0.4335 -0.4047
C 3.0441 1.7636 -0.4716
C 1.9807 1.8762 -1.6340
C 1.8050 0.7508 -2.6820
C 2.6659 -0.5593 -2.5734
C 2.4188 -1.6561 -3.6924
C 3.6876 -1.4938 -4.8488
C 3.7184 0.0030 -5.6181
O 4.7594 -0.4896 -4.4989
C 3.6906 -0.7422 -1.4292
S 4.7140 -2.2853 -1.1967
O 4.8722 -3.0993 -2.4489
O 6.1047 -1.7737 -0.8414
C 4.1547 -3.2594 0.3011
F 5.2314 -4.1648 0.5926
F 4.1126 -2.3518 1.3869
C 2.8215 -4.1294 0.0973
F 2.3624 -4.0912 -1.2670
F 3.1941 -5.5022 0.3015
C 1.5667 -3.6874 0.9873
F 1.2071 -2.3774 0.5995
F 0.4738 -4.5298 0.5723
C 1.7225 -3.9054 2.5683
F 0.5545 -4.5114 3.0913
F 1.7518 -2.5936 3.1520
F 2.9152 -4.5259 2.9699
S 0.9835 3.4569 -1.6204
C 0.7292 3.7093 0.2174
C -0.5893 4.2386 0.8205
C -1.8711 4.6238 -0.0838
C -3.0637 3.6528 0.4147
C -4.0922 4.2261 1.4359
C -5.2170 3.2510 1.9407
C -5.3208 1.7604 1.4603
C -4.2665 1.2894 0.4188
C -3.1196 2.1993 -0.1257
C -0.7604 4.4044 2.3756
C 0.4478 4.0050 3.2510
C 1.7883 3.4902 2.6331
C 1.9794 3.3246 1.1024
N 3.2442 2.8513 0.5059
H 10.9712 2.3961 2.5992
H 9.7761 1.2320 3.5258
H 9.2137 2.8715 2.8492
H 9.3630 2.1007 0.4244
H 10.2638 0.5899 0.9650
H 6.5729 1.2516 2.5941
H 7.4439 2.4584 1.5252
H 6.4927 0.7503 -0.5677
H 5.6820 2.2936 0.0346
H 1.0297 0.8895 -3.5024
H 2.5985 -2.7332 -3.3696
H 1.4472 -1.5466 -4.2755
H 3.9708 -2.4576 -5.5027
H 3.4388 0.9167 -5.0011
H 4.4609 -0.0387 -6.4788
H -1.6761 4.5520 -1.2037
H -2.1414 5.6995 0.1953
H -4.0167 5.3130 1.7930
H -5.9624 3.7055 2.6783
H -6.1520 1.0785 1.8506
H -4.3528 0.2216 0.0379
H -2.3397 1.8475 -0.8898
H -1.7552 4.8129 2.7752
H 0.3689 4.0791 4.3847
H 2.6574 3.2095 3.3108
H 3.6909 3.6666 0.0347
C -4.9430 0.1310 4.6120
C -6.1404 -0.8089 4.5959
C -7.3908 -0.2041 5.2368
C -7.2618 0.1414 6.7233
C -6.8749 -1.0260 7.6330
C -7.9054 -2.1473 7.6419
H -4.6349 0.3758 5.6315
H -4.0899 -0.3371 4.1121
H -5.1727 1.0615 4.0879
H -5.8762 -1.7510 5.0857
H -6.3725 -1.0593 3.5542
H -8.2282 -0.8955 5.0944
H -7.6617 0.7096 4.6943
H -8.2172 0.5563 7.0653
H -6.5259 0.9426 6.8489
H -6.7640 -0.6474 8.6544
H -5.8979 -1.4276 7.3466
H -8.8807 -1.7765 7.9692
H -7.5963 -2.9379 8.3307
H -8.0222 -2.5978 6.6534
C -3.4665 -0.3322 -7.8219
C -3.5968 -1.5744 -6.9514
C -2.8980 -1.4387 -5.5975
C -1.3811 -1.2379 -5.6619
C -0.6084 -2.3337 -6.3989
C -0.7338 -3.7018 -5.7415
H -2.4240 -0.1225 -8.0736
H -4.0115 -0.4703 -8.7602
H -3.8821 0.5428 -7.3154
H -3.2164 -2.4457 -7.4932
H -4.6610 -1.7645 -6.7735
H -3.1233 -2.3251 -4.9953
H -3.3339 -0.5907 -5.0563
H -0.9992 -1.1625 -4.6362
H -1.1604 -0.2748 -6.1347
H 0.4509 -2.0550 -6.4230
H -0.9329 -2.3966 -7.4421
H -0.3718 -3.6725 -4.7097
H -0.1381 -4.4383 -6.2873
H -1.7678 -4.0541 -5.7338
*
```

Calculated values
M: 888.01 g/mol
energy: -3758.18253 Eh
HOMO energy: -8.57 eV
largest force on an atom: 0.1545 hartree/bohr

Atom charges from the Löwdin analysis, given in e for atoms 1 to 99: C -0.0964; C -0.2715; O -0.1904; C -0.1465; C -0.1316; O -0.1281; C -0.0801; C -0.1222; C -0.3573; C -0.0149; C -0.1205; C -0.0901; C -0.1716; C 0.0000; O -0.2102; C -0.0894; S 0.8550; O -0.3018; O -0.3084; C -0.3227; F 0.0600; F 0.0734; C -0.1980; F 0.0586; F 0.0822; C -0.1915; F 0.1085; F 0.0732; C -0.2982; F 0.1091; F 0.0776; F 0.1291; S 0.8821; C -0.3388; C -0.1638; C -0.1497; C -0.1832; C -0.0411; C -0.0634; C -0.0794; C -0.0631; C -0.0123; C -0.0082; C -0.0557; C 0.0015; C -0.1995; N -0.0055; H 0.0807; H 0.0839; H 0.0608; H 0.1238; H 0.1256; H 0.1448; H 0.1178; H 0.1429; H 0.1166; H 0.1043; H 0.0871; H 0.0907; H 0.1642; H 0.1010; H 0.1005; H 0.0930; H 0.1131; H 0.0963; H 0.0833; H 0.0856; H 0.0818; H 0.1021; H 0.0948; H 0.0872; H 0.0946; H 0.1351; C -0.1125; C -0.2714; C -0.2294; C -0.2301; C -0.2733; C -0.1154; H 0.0682; H 0.0758; H 0.0447; H 0.0992; H 0.0984; H 0.1008; H 0.1061; H 0.1091; H 0.1005; H 0.1043; H 0.0988; H 0.0751; H 0.0696; H 0.0653; C -0.1146; C -0.2720; C -0.2275; C -0.2347; C -0.2731; C -0.1078